Entry from OMol25: an isolated molecule of C8H8BrFO4 (ωB97M-V with the def2-TZVPD basis set).

Last column: Mulliken spin population.
Positions of all 22 atoms, in Å:
1 C 1.1255 -0.2044 1.3912  0.30
2 C -0.9924 -0.6975 0.4081  0.24
3 C 0.9911 -1.2426 2.2754  0.32
4 C -1.1853 -1.7343 1.3154  0.47
5 C 0.1125 0.0873 0.5086  0.19
6 C -0.1840 -1.9778 2.2155  0.17
7 C 0.2210 1.2545 -0.3841  0.04
8 C -0.0704 0.6418 -2.0625  0.05
9 O 1.4982 1.8612 -0.3283  0.01
10 O -0.8131 2.1392 -0.2138  0.01
11 O -1.3455 0.5159 -2.2664  0.01
12 O 0.7208 -0.4649 -2.1412  0.01
13 F -0.3274 -3.1538 2.9581  0.05
14 Br 0.8498 1.8683 -3.4172  0.01
15 H 2.0227 0.2393 1.4974  0.00
16 H -1.6443 -0.4370 -0.4399  0.03
17 H 1.7597 -1.6303 2.9906  0.04
18 H -1.9921 -2.4410 1.2410  0.04
19 H 1.6501 2.4941 -0.9779  0.00
20 H -0.6127 2.9931 -0.6304  0.00
21 H -1.9108 1.1654 -1.6703  0.00
22 H 0.1267 -1.2766 -2.2692  0.00

Computed properties:
- 2S+1: 3
- E_tot: -89369.3969 eV
- ⟨S²⟩: 2.010
- Gap between HOMO and LUMO (alpha / beta): 4.87 / 5.79 eV

Entry from OMol25: C8H8BrKN2O2PS as an isolated structure (ωB97M-V with the def2-TZVPD basis set).

Last column: Löwdin charge in e.
Positions of all 24 atoms, in Å:
1 O -1.3013 1.9423 3.6146  -0.10
2 C -1.3464 0.6943 2.8943  -0.24
3 C 0.1684 0.0836 2.7550  -0.11
4 C 0.3680 -0.1601 1.1655  -0.09
5 C 0.4458 -1.5995 0.6183  0.01
6 C 0.5917 -1.7869 -0.9309  -0.03
7 C 0.6473 -0.5266 -1.8418  -0.35
8 P 0.7692 -0.7523 -3.7343  0.51
9 O -0.3138 -2.1127 -4.0192  -0.59
10 Br 2.9087 -1.3261 -4.2853  0.29
11 C 0.5959 0.9240 -1.2686  -0.28
12 N 0.6268 2.2097 -1.9076  -0.27
13 S 0.4958 3.4306 -0.6952  0.98
14 N 0.3929 2.5023 0.7388  -0.24
15 C 0.4494 1.1353 0.2871  -0.24
16 H -0.8867 2.6304 3.0503  0.08
17 H -1.7946 0.8991 1.8451  0.12
18 H -1.9978 -0.1086 3.3724  0.13
19 H 0.9653 0.7938 3.1622  0.13
20 H 0.2212 -0.8880 3.3557  0.11
21 H 0.3737 -2.4526 1.3735  0.11
22 H 0.6163 -2.8514 -1.3509  0.11
23 H -1.0507 -1.9313 -3.3590  -0.01
24 K -1.9450 -0.7493 -4.8399  0.96

Computed properties:
- Total charge: +1
- E_tot: -121982.0666 eV
- Gap between HOMO and LUMO: 7.10 eV

Entry from OMol25: a 2-piece molecular cluster, C8H8BrN3 overall (ωB97M-V with the def2-TZVPD basis set).

Last column: Löwdin charge in e.
Positions of all 20 atoms, in Å:
1 C -3.2009 0.9900 -0.0693  -0.12
2 C -2.9163 0.3557 -1.2996  -0.07
3 C -1.6032 -0.0722 -1.5915  -0.02
4 C -0.6105 0.2346 -0.6900  -0.29
5 N 0.6706 -0.0646 -0.6580  0.10
6 N 1.2080 0.5089 0.5103  -0.03
7 N 0.2822 1.0084 1.1637  0.07
8 C -0.9217 0.9561 0.4677  -0.21
9 C -2.2335 1.2510 0.8484  -0.04
10 H -4.2703 1.1517 0.1654  0.11
11 H -3.7394 0.2378 -1.9913  0.10
12 H -1.1973 -0.5534 -2.5966  0.15
13 H 1.1520 -0.4211 -1.4818  0.15
14 H -2.4841 1.3345 1.9324  0.13
15 C 3.0506 -1.8382 1.0261  -0.13
16 C 3.3937 -0.5723 0.9493  -0.69
17 Br 4.1737 0.1976 -0.6406  0.61
18 H 2.6804 -2.3040 1.8567  0.02
19 H 3.3731 -2.5473 0.2384  0.06
20 H 3.1929 0.1469 1.8604  0.10

Computed properties:
- Energy relative to the best compared isomer or geometry (same formula, charge and spin): 64.0 kJ/mol
- E_tot: -82935.5299 eV
- SMILES string: c1ccc2[nH]nnc2c1.C=CBr
- Gap between HOMO and LUMO: 9.43 eV

Entry from OMol25: a 2-piece molecular cluster, C8H8BrOP overall (ωB97M-V with the def2-TZVPD basis set).

Last column: Löwdin charge in e.
Positions of all 19 atoms, in Å:
1 C -0.0499 -0.0952 -2.5971  -0.07
2 C 0.6237 -1.2217 -2.1477  -0.08
3 C -0.5655 0.8113 -1.6857  -0.04
4 C 0.8142 -1.4118 -0.7974  -0.07
5 C -0.4034 0.6330 -0.3211  -0.23
6 C 0.3375 -0.4799 0.1315  -0.33
7 C -1.0116 1.5859 0.6526  -0.06
8 C 0.5804 -0.6074 1.5371  -0.83
9 O 0.0789 0.4206 3.9913  -0.48
10 P 0.9409 0.6443 2.8485  0.69
11 Br 2.0643 -1.7034 2.1211  0.68
12 H -0.1755 0.0720 -3.6562  0.10
13 H 1.0057 -1.9439 -2.8529  0.11
14 H -1.1077 1.6739 -2.0409  0.11
15 H 1.3435 -2.2820 -0.4409  0.08
16 H -1.4685 2.4290 0.1417  0.09
17 H -1.7687 1.0769 1.2525  0.10
18 H -0.2620 1.9837 1.3511  0.02
19 H -0.9765 -1.5851 2.5125  0.20

Computed properties:
- Energy relative to the best compared isomer or geometry (same formula, charge and spin): 116.0 kJ/mol
- E_tot: -89800.8465 eV
- Gap between HOMO and LUMO (alpha / beta): 7.69 / 8.02 eV

Entry from OMol25: an isolated molecule of C8H8Cl2NO3P (ωB97M-V with the def2-TZVPD basis set).

Last column: Löwdin charge in e.
Positions of all 23 atoms, in Å:
1 C -2.5926 -1.3199 0.6374  -0.04
2 C -1.4154 -0.4935 0.3432  -0.31
3 C -0.8110 0.3254 1.2126  -0.07
4 C 0.0669 1.4132 0.9549  0.01
5 C 1.0554 1.2480 0.0739  -0.23
6 N 1.9067 2.3559 -0.1718  -0.36
7 O 2.6532 2.2964 -1.1178  0.09
8 O 1.7518 3.2838 0.5897  0.08
9 C 1.2111 0.0527 -0.8007  -0.37
10 P 1.5327 -1.5063 0.0524  -0.18
11 O 0.5110 -2.5452 -0.0066  -0.38
12 Cl 2.1927 -1.0645 1.7863  0.52
13 Cl 3.0642 -2.2966 -0.8885  0.41
14 C -0.0403 0.0763 -1.6422  -0.07
15 C -1.2268 -0.1541 -1.0970  -0.05
16 H -2.9695 -1.7469 -0.2097  0.05
17 H -3.3621 -0.8393 1.3132  0.12
18 H -2.2361 -2.1668 1.1815  0.08
19 H -1.2425 0.1721 2.2908  0.16
20 H 0.1213 2.3041 1.4159  0.09
21 H 2.1319 0.3078 -1.5109  0.15
22 H -0.0826 0.3869 -2.6904  0.12
23 H -2.2200 -0.0895 -1.7161  0.16

Computed properties:
- Energy relative to the best compared isomer or geometry (same formula, charge and spin): 0.0 kJ/mol
- E_tot: -50389.0667 eV
- SMILES string: CC1=CC=C([N+](=O)[O-])[C@@H](P(=O)(Cl)Cl)C=C1
- Gap between HOMO and LUMO: 8.52 eV

Entry from OMol25: a 2-piece molecular cluster, C8H8Cl2O3S overall (ωB97M-V with the def2-TZVPD basis set).

Last column: Mulliken spin population.
Positions of all 22 atoms, in Å:
1 C -3.6320 0.1495 -0.2333  0.19
2 C -2.8732 -0.7836 -0.8969  -0.09
3 C -3.1169 0.9805 0.7100  -0.09
4 C -1.4783 -0.8018 -0.6996  0.21
5 C -1.7411 1.1239 0.8617  0.19
6 C -0.9381 0.2564 0.0920  0.00
7 C 4.1686 -1.1894 0.2181  0.03
8 C 1.9595 0.4618 -0.9903  0.82
9 O 1.0226 1.4704 1.3704  0.06
10 O 1.1442 -0.9330 1.0924  0.03
11 O 3.6926 -1.1045 1.3004  0.01
12 S 0.7896 0.4230 0.3804  0.40
13 Cl 2.7131 2.1209 -0.8835  0.10
14 Cl 0.8531 0.4591 -2.4377  0.13
15 H -4.5926 0.1564 -0.5369  0.02
16 H -3.2058 -1.5985 -1.3920  -0.01
17 H -3.7558 1.6617 1.2582  0.00
18 H -0.7539 -1.4479 -1.3248  0.01
19 H -1.2169 1.7801 1.5433  0.03
20 H 5.2720 -1.1343 0.0005  0.01
21 H 3.5658 -0.9966 -0.7424  -0.02
22 H 2.1234 -1.0541 1.3097  -0.01

Computed properties:
- 2S+1: 3
- Energy relative to the best compared isomer or geometry (same formula, charge and spin): 167.6 kJ/mol
- E_tot: -50439.9012 eV
- ⟨S²⟩: 2.027
- Gap between HOMO and LUMO (alpha / beta): 4.28 / 6.13 eV

Entry from OMol25: an isolated molecule of C8H8Cl3N (ωB97M-V with the def2-TZVPD basis set).

Last column: Löwdin charge in e.
Positions of all 20 atoms, in Å:
1 C 0.5009 -1.7602 -1.4941  -0.04
2 C 0.0121 -0.4608 -0.8497  -0.39
3 C -1.2957 0.2527 -1.2996  -0.02
4 C 0.3646 -0.2441 0.6799  -0.16
5 C -0.3733 0.5793 1.6453  -0.18
6 C -0.3829 0.2019 2.9378  -1.12
7 Cl -1.0232 1.0880 4.3168  0.60
8 Cl 0.5086 -1.1496 3.4030  0.70
9 C 1.0625 0.6843 -0.5123  -0.64
10 Cl 2.7058 0.3354 -1.1170  0.69
11 C 0.6816 2.0326 -0.5826  -0.30
12 N 0.3852 3.1265 -0.4208  0.21
13 H 0.7223 -2.5023 -0.7444  0.08
14 H 1.3241 -1.5656 -2.1365  0.03
15 H -0.3720 -2.1334 -2.0736  0.09
16 H -2.1356 -0.0553 -0.5752  0.12
17 H -1.6240 -0.1049 -2.2681  0.08
18 H -1.1142 1.2818 -1.1637  0.03
19 H 1.0461 -0.9926 1.0909  0.09
20 H -0.9928 1.3863 1.1639  0.13

Computed properties:
- Energy relative to the best compared isomer or geometry (same formula, charge and spin): 107.8 kJ/mol
- E_tot: -47480.4635 eV
- SMILES string: CC1(C)[C@H](C=C(Cl)Cl)[C@]1(Cl)C#N
- Gap between HOMO and LUMO: 9.59 eV

Entry from OMol25: an isolated ion of composition C8H8ClN2O2 and charge -1 (ωB97M-V with the def2-TZVPD basis set).

Last column: Löwdin charge in e.
Positions of all 21 atoms, in Å:
1 C -0.4518 1.8159 0.1415  -0.11
2 C -2.6203 -0.5330 -0.9983  0.11
3 C -2.5773 0.6541 -0.3486  -0.80
4 C -3.2339 -1.9047 -0.8203  -0.78
5 C -1.5442 1.5533 -0.9330  -0.25
6 C 3.3044 -0.0254 0.4771  -0.15
7 C 2.5886 -1.1019 1.2965  -0.14
8 C 2.0995 -0.7253 -0.0568  -0.33
9 N 0.5545 1.0448 0.3352  -0.03
10 N 0.8773 0.0267 -0.3464  0.06
11 O -3.8236 -2.5189 -1.6509  0.01
12 O -2.9398 -2.0149 0.4108  -0.05
13 Cl -3.4442 1.1974 1.0055  0.65
14 H -0.7274 2.5735 0.8138  0.07
15 H -2.0464 2.4941 -1.2080  0.09
16 H -1.0766 1.1931 -1.8915  0.11
17 H 3.3015 1.0368 0.8270  0.10
18 H 4.3187 -0.3671 0.0742  0.10
19 H 3.0442 -2.1166 1.4939  0.11
20 H 2.1308 -0.7345 2.1961  0.08
21 H 2.2660 -1.5471 -0.8180  0.14

Computed properties:
- Energy relative to the best compared isomer or geometry (same formula, charge and spin): 582.1 kJ/mol
- Total charge: -1
- E_tot: -28017.9380 eV
- Gap between HOMO and LUMO (alpha / beta): 5.53 / 7.42 eV

Entry from OMol25: an isolated ion of composition C8H8F3N2O and charge +1 (ωB97M-V with the def2-TZVPD basis set).

Last column: Löwdin charge in e.
Positions of all 22 atoms, in Å:
1 C 1.8948 1.3508 0.8522  0.02
2 C 1.5389 0.0022 0.9468  -0.02
3 C 1.1335 2.2475 0.0507  0.01
4 C 0.6602 -0.5442 0.0483  -0.02
5 C 0.2513 1.6043 -0.7058  0.10
6 C -1.2993 -0.1940 -1.4265  0.07
7 C -2.3482 -0.8229 -0.3448  -0.50
8 C -3.2241 0.5242 0.1336  -0.60
9 N -0.0230 0.3529 -0.7145  -0.01
10 N -1.7630 -1.1680 0.8615  0.24
11 O -3.1482 -1.7182 -1.0064  0.07
12 F -3.8026 1.0382 -0.9672  0.17
13 F -4.1134 0.1144 0.9946  0.21
14 F -2.4248 1.4056 0.6629  0.20
15 H 2.4164 1.8260 1.7498  0.16
16 H 2.2678 -0.5618 1.4675  0.12
17 H 1.4132 3.2236 -0.1129  0.10
18 H 0.5531 -1.6642 0.1032  0.17
19 H -1.1111 -1.0137 -2.1809  0.16
20 H -1.7751 0.6189 -1.9128  0.11
21 H -2.1966 -1.8824 1.3902  0.08
22 H -3.1795 -2.5267 -0.4337  0.15

Computed properties:
- Energy relative to the best compared isomer or geometry (same formula, charge and spin): 0.0 kJ/mol
- Total charge: +1
- E_tot: -21593.7309 eV
- Gap between HOMO and LUMO (alpha / beta): 8.18 / 8.92 eV

Entry from OMol25: an isolated molecule of C8H8F3NO5 (ωB97M-V with the def2-TZVPD basis set).

Last column: Löwdin charge in e.
Positions of all 25 atoms, in Å:
1 C -0.3838 0.7326 -3.0924  -0.03
2 C 0.3873 0.2051 -1.9082  -0.37
3 F 1.6755 -0.1211 -2.3395  -0.03
4 C -0.2229 -1.0521 -1.2802  -0.06
5 C -0.7190 -0.8345 0.1367  -0.20
6 O -1.1626 -2.0865 0.6952  0.10
7 C -0.4628 -2.3576 1.8228  -0.53
8 O -0.3826 -3.4091 2.3484  0.21
9 O 0.1056 -1.1980 2.2825  0.13
10 C 0.3900 -0.4222 1.1207  -0.21
11 N 0.4363 0.9880 1.4244  0.13
12 C -0.7968 1.5635 1.8983  -0.46
13 O -1.2475 1.4983 2.9735  0.26
14 F -1.3971 2.1945 0.8918  0.16
15 C 1.5474 1.5358 2.0669  -0.49
16 O 1.5842 2.5875 2.5959  0.21
17 F 2.6014 0.7307 1.9528  0.16
18 H -0.5888 -0.0739 -3.7989  0.09
19 H -1.3303 1.1739 -2.7727  0.09
20 H 0.1978 1.5025 -3.5998  0.09
21 H 0.5253 0.9921 -1.1621  0.13
22 H 0.5245 -1.8489 -1.2679  0.14
23 H -1.0598 -1.4054 -1.8865  0.13
24 H -1.5876 -0.1710 0.1586  0.16
25 H 1.3662 -0.7242 0.7397  0.18

Computed properties:
- E_tot: -28306.4900 eV
- SMILES string: C[C@H](F)C[C@H]1OC(=O)O[C@@H]1N(C(=O)F)C(=O)F
- Gap between HOMO and LUMO: 12.00 eV

Entry from OMol25: C8H8FN10O4S2Ti as an isolated structure (ωB97M-V with the def2-TZVPD basis set).

Last column: Mulliken spin population.
Positions of all 34 atoms, in Å:
1 Ti 0.3677 -0.8863 -0.5488  1.00
2 N -1.9000 -1.9085 1.8763  0.00
3 C -0.9585 -0.9962 2.2869  0.01
4 N -0.8004 -0.6460 3.5546  0.00
5 N 0.1805 0.2822 3.5165  0.00
6 N 0.5990 0.4506 2.3155  0.00
7 N -0.1215 -0.3421 1.4826  -0.02
8 C -2.0556 -2.4134 0.6035  0.00
9 N -2.8617 -3.4270 0.3457  0.00
10 N -2.7762 -3.5694 -1.0006  0.00
11 N -1.9597 -2.7195 -1.4982  0.00
12 N -1.4801 -1.9307 -0.4983  -0.01
13 H -2.3749 -2.4099 2.6052  0.00
14 O -0.0317 0.9480 -1.0431  0.01
15 N -0.3794 2.0840 -0.4421  0.00
16 C 0.5875 2.6723 0.3049  0.00
17 C 0.3780 3.8546 0.9439  0.00
18 C -0.8950 4.4446 0.8165  0.00
19 C -1.8566 3.8341 0.0698  0.00
20 C -1.6461 2.5925 -0.6121  0.00
21 S -2.8108 1.8430 -1.5434  0.00
22 H 1.4994 2.0973 0.3471  0.00
23 H 1.1629 4.2823 1.5485  0.00
24 H -1.1157 5.3806 1.3166  0.00
25 H -2.8445 4.2557 -0.0469  0.00
26 F 1.1865 -2.4604 0.1405  -0.01
27 C 3.2528 -2.7341 -1.9548  0.00
28 S 2.5307 -1.1423 -2.2888  0.00
29 O 3.2701 -0.5712 -3.3861  0.00
30 O 1.0889 -1.3915 -2.5510  0.00
31 O 2.5778 -0.3881 -1.0217  0.01
32 H 3.5907 -3.1622 -2.8954  0.00
33 H 2.5041 -3.3473 -1.4622  0.00
34 H 4.0918 -2.5756 -1.2810  0.00

Computed properties:
- 2S+1: 2
- Energy relative to the best compared isomer or geometry (same formula, charge and spin): 4.7 kJ/mol
- Total charge: -2
- E_tot: -79024.5769 eV
- ⟨S²⟩: 0.752
- Gap between HOMO and LUMO (alpha / beta): 6.97 / 6.97 eV

Entry from OMol25: an isolated ion of composition C8H8FN2O2 and charge -1 (ωB97M-V with the def2-TZVPD basis set).

Last column: Löwdin charge in e.
Positions of all 21 atoms, in Å:
1 H -0.1091 0.7632 3.6226  0.07
2 N -0.2361 0.6469 2.5327  0.02
3 C 0.6985 -0.1820 2.1232  -0.43
4 C 1.6934 -0.6648 3.1497  -0.25
5 O 1.6417 -0.4836 4.3450  0.01
6 C 1.0284 -0.7048 0.8662  -0.07
7 C 0.3010 -0.2875 -0.2858  -0.24
8 C 0.5996 -0.7300 -1.5374  -0.12
9 C -0.0397 -0.3868 -2.6874  -0.13
10 N -1.0820 0.3900 -2.7464  -0.25
11 O -1.5563 0.7670 -3.8270  -0.16
12 C -1.8253 0.7939 -1.2759  -0.14
13 F -2.8064 -0.1710 -1.0540  -0.01
14 C -0.7327 0.8016 -0.2190  -0.09
15 H 2.5711 -1.1611 2.6995  0.10
16 H 1.9282 -1.1823 0.9225  0.04
17 H 1.2853 -1.5944 -1.7155  0.11
18 H 0.1175 -0.7961 -3.7967  0.17
19 H -2.3588 1.7585 -1.4975  0.15
20 H -1.0462 0.8104 0.8666  0.09
21 H -0.0721 1.6129 -0.4854  0.14

Computed properties:
- Energy relative to the best compared isomer or geometry (same formula, charge and spin): 355.2 kJ/mol
- Total charge: -1
- E_tot: -18215.1616 eV
- SMILES string: [H]/N=C(C=O)/C=C1/C=CN([O-])[C@@H](F)C1
- Gap between HOMO and LUMO (alpha / beta): 6.15 / 6.00 eV

Number 1: molecular weight 267.0 g/mol. Number 2: molecular weight 346.2 g/mol. Number 3: molecular weight 226.1 g/mol. Number 4: molecular weight 231.0 g/mol. Number 5: molecular weight 268.0 g/mol. Number 6: molecular weight 255.1 g/mol. Number 7: molecular weight 224.5 g/mol. Number 8: molecular weight 199.6 g/mol. Number 9: molecular weight 205.2 g/mol. Number 10: molecular weight 255.1 g/mol. Number 11: molecular weight 439.2 g/mol. Number 12: molecular weight 183.2 g/mol.